51
Properties=species:S:1:pos:R:3:forces:R:3:lowdin_spin:R:1 method="wB97M-V/def2-TZVPD" e_above_lowest_kj_mol=6.1 total_energy_ev=-92370.34572 homo_energy_ev="-5.96 / -7.70" s2=6.08 orbital_gap_ev="6.52 / 5.23" multiplicity=5
Pt -0.6245 0.2228 0.2740 -0.120 0.313 -0.084 0.5473
C 4.7843 -1.6426 0.9977 -0.048 -0.005 -0.009 0.0152
S 3.5056 -1.9624 2.2269 0.014 0.006 -0.013 0.0259
C 2.2045 -0.8683 1.7414 0.341 0.039 -0.306 0.0835
S 2.2938 0.0568 0.2632 0.023 -0.151 0.033 0.6163
N 1.2307 -0.8186 2.5712 -0.608 0.315 -0.081 0.0893
N 0.1590 -0.0627 2.1400 0.032 -0.375 -0.064 0.3113
C -0.5253 0.5807 3.1083 0.045 0.098 0.012 0.2589
C -1.3977 1.6023 2.7223 0.029 -0.082 -0.012 0.0917
C -2.1623 2.3896 3.6137 -0.021 0.053 0.075 0.0702
C -2.9298 3.4084 3.1256 -0.036 0.037 0.002 0.0374
C -2.9515 3.6695 1.7391 0.013 0.028 0.085 0.1164
C -2.2161 2.8552 0.9130 0.096 -0.161 -0.008 0.0142
N -1.4725 1.8380 1.3686 -0.108 -0.013 -0.083 0.1512
H 5.6013 -2.3151 1.2560 0.003 0.013 0.020 0.0006
H 5.1381 -0.6142 1.0461 -0.001 -0.028 -0.017 0.0066
H 4.4306 -1.8754 -0.0037 0.014 0.019 0.013 0.0016
H -0.3181 0.3392 4.1420 0.009 0.014 0.003 0.0131
H -2.1198 2.1699 4.6734 -0.003 0.028 -0.043 0.0016
H -3.5171 4.0185 3.8007 0.022 -0.016 -0.011 -0.0003
H -3.5298 4.4816 1.3226 0.005 -0.024 0.014 0.0072
H -2.2147 2.9970 -0.1618 0.004 -0.032 0.013 -0.0003
S 0.7631 -3.1547 -2.4004 0.018 -0.033 -0.182 0.0157
C 0.4555 -3.7382 -0.8281 0.050 -0.067 0.071 -0.0006
C 0.1137 -2.7339 0.0202 -0.067 -0.080 0.122 0.0065
C 0.0609 -1.4550 -0.6097 0.018 0.214 -0.029 0.0446
C 0.4046 -1.5313 -1.9411 0.191 0.053 -0.098 0.0537
C 0.5773 -0.4315 -2.9091 -0.057 0.020 0.071 0.0010
C 0.6401 -0.6639 -4.2846 -0.033 -0.147 -0.026 0.0070
C 0.8093 0.4036 -5.1435 -0.013 0.007 -0.075 -0.0004
C 0.9087 1.6848 -4.6225 0.003 0.035 0.014 0.0071
C 0.8424 1.8270 -3.2464 -0.017 -0.150 0.055 -0.0003
N 0.6871 0.8035 -2.4114 0.022 0.081 0.068 0.0130
H 0.5515 -4.7935 -0.6158 -0.004 0.093 0.017 0.0000
H -0.0987 -2.8944 1.0696 -0.015 0.030 -0.043 0.0005
H 0.5468 -1.6720 -4.6707 -0.011 0.050 -0.002 0.0004
H 0.8548 0.2397 -6.2130 0.004 -0.007 0.016 -0.0002
H 1.0370 2.5492 -5.2605 0.001 -0.024 0.013 0.0004
H 0.9259 2.8065 -2.7852 -0.012 -0.030 -0.009 0.0000
Cl -3.1826 -1.3248 1.3306 -0.274 0.055 -0.036 0.0337
C -4.0642 -0.2738 0.2756 0.342 -0.109 -0.009 0.1295
C -5.4192 -0.1388 0.4655 -0.118 0.046 -0.064 -0.0172
C -6.1683 0.6538 -0.4010 -0.003 -0.036 0.066 0.1434
C -5.5606 1.3044 -1.4687 -0.060 0.020 -0.010 -0.0178
C -4.2064 1.1728 -1.6610 0.049 0.031 -0.062 0.1291
Cl -3.4473 2.0046 -2.9724 -0.031 -0.033 0.054 0.0377
C -3.3811 0.4002 -0.7897 0.350 -0.034 -0.304 0.0710
N -2.0646 0.3792 -1.0247 -0.118 -0.075 0.882 0.8803
H -5.8924 -0.6649 1.2845 0.031 0.031 -0.040 -0.0027
H -7.2346 0.7586 -0.2453 0.050 -0.012 -0.005 0.0089
H -6.1363 1.9175 -2.1480 0.002 -0.008 0.006 -0.0030



48
Properties=species:S:1:pos:R:3:forces:R:3:nbo_charge:R:1 method="wB97M-V/def2-TZVPD" e_above_lowest_kj_mol=0.0 total_energy_ev=-48864.94030 homo_energy_ev=-8.04 orbital_gap_ev=8.49
O 6.7919 -3.1249 -0.1803 -0.851 -0.062 -0.018 -0.5857
F 1.9386 5.2517 3.1078 -0.323 -0.482 -0.118 -0.3246
Cl -6.7070 0.9306 -2.3726 -0.012 -0.211 0.525 -0.0587
N -1.7723 0.7394 0.3681 0.074 1.199 -0.005 -0.4603
N -3.2555 -2.2627 -1.2386 1.270 -0.959 -0.623 -0.4924
C 5.7174 -2.5523 -0.2546 2.138 -1.224 0.192 0.6790
C -1.9988 -0.3933 -0.2337 -0.894 -1.069 -0.329 0.2790
C -3.2670 -1.1275 -0.6338 -0.286 1.120 1.192 0.4288
C -2.0148 -2.7962 -1.5583 0.842 0.377 0.665 -0.0264
C -0.3893 0.9196 0.3915 -1.547 -0.327 0.474 0.1066
C -0.8180 -2.2217 -1.2160 -0.759 -1.152 -0.940 -0.0895
C 0.2152 -0.1812 -0.1469 -1.549 0.265 0.008 0.1302
C 2.0013 2.9607 2.4923 0.278 0.300 -0.015 -0.2774
C 0.1080 4.3351 1.8855 1.127 -0.256 0.111 -0.2775
C 1.4563 1.9007 1.7877 -0.839 -0.472 -0.328 -0.1785
C -0.4325 3.2914 1.1434 -0.153 -0.267 0.116 -0.1664
C 2.3634 0.5457 -1.0591 1.095 -1.169 0.236 -0.1566
C 3.7231 0.3126 -1.2859 0.352 0.133 0.149 -0.2459
C 2.2009 -1.5566 0.1381 0.991 -0.728 -0.061 -0.1893
C 1.3606 4.1888 2.4927 -0.942 -0.289 -0.476 0.3960
C 0.2241 2.0706 1.0803 1.153 -0.563 0.591 -0.0787
C 1.6006 -0.4074 -0.3525 1.311 0.006 -0.758 -0.1204
C 4.3065 -0.8328 -0.7454 -0.818 0.017 -0.380 0.1442
C 3.5669 -1.7593 -0.0463 -2.210 0.049 0.648 0.0176
N -0.8103 -1.0290 -0.5306 -0.168 0.201 -0.374 -0.3134
N 5.5733 -1.3570 -0.8751 0.629 1.611 -1.084 -0.5938
N -4.5206 -0.6530 -0.2746 1.341 -0.427 0.609 -0.3997
C 4.3932 -2.9220 0.3717 0.024 -0.141 0.092 -0.5502
C -4.9323 0.7468 -0.2273 0.782 0.681 0.552 -0.2199
C -5.8389 -1.1840 -0.7191 0.927 0.490 -0.717 -0.2131
C -6.2871 0.2900 -0.7442 -0.903 0.265 -0.022 -0.1982
H -1.9656 -3.7699 -2.0551 -0.320 0.486 0.072 0.2079
H 0.1117 -2.6708 -1.5513 -0.028 0.276 0.333 0.2250
H 2.9216 2.8830 3.0519 0.131 -0.191 -0.039 0.2281
H -0.3783 5.2675 2.0015 -0.511 0.796 -0.100 0.2264
H 1.9380 0.8969 1.8199 -0.395 1.027 -0.045 0.2273
H -1.3973 3.3493 0.6306 0.330 0.279 0.309 0.2353
H 1.9449 1.4396 -1.4645 -0.518 0.340 -0.073 0.2298
H 4.3456 1.0054 -1.8629 -0.395 -0.162 0.204 0.2215
H 1.6454 -2.3596 0.6263 -0.155 0.452 0.014 0.2187
H 6.2902 -0.8993 -1.4314 -0.010 -0.480 0.453 0.4212
H 4.5674 -2.9716 1.4480 -0.085 0.093 0.086 0.2591
H 3.9858 -3.9078 0.0939 0.368 0.392 -0.196 0.2577
H -4.9060 1.2510 0.7849 -0.197 -0.809 -0.890 0.2099
H -4.3278 1.3877 -0.8836 -0.384 -0.151 -0.050 0.2161
H -6.3802 -1.8416 -0.0219 0.432 0.302 -0.003 0.2081
H -5.8040 -1.6631 -1.7063 0.056 0.126 0.256 0.2257
H -7.0883 0.4803 -0.0443 -0.399 0.307 -0.242 0.2175



56
Properties=species:S:1:pos:R:3:forces:R:3:nbo_charge:R:1 method="wB97M-V/def2-TZVPD" e_above_lowest_kj_mol=477.0 total_energy_ev=-200276.37357 total_charge=-1 homo_energy_ev="-4.37 / -4.37" orbital_gap_ev="5.68 / 5.68"
Pd -0.0278 -1.2935 -0.2707 0.469 0.267 0.112 0.5167
O 5.5524 -4.4451 0.1064 0.018 0.002 0.091 -0.6806
C 5.6831 -3.1271 0.0037 -0.015 -0.027 -0.331 0.7814
O 6.7639 -2.6163 -0.1494 0.014 0.003 0.126 -0.5881
C 4.4366 -2.3137 0.0343 -0.052 0.032 0.095 -0.2658
C 4.3822 -0.9233 -0.0503 0.040 0.012 0.031 0.1535
Cl 5.6324 0.1863 -0.3375 -0.010 0.005 -0.001 0.0973
N 3.0902 -0.5382 0.0656 -0.096 0.021 -0.007 -0.1584
N 2.2970 -1.6168 0.1677 -0.020 -0.183 -0.100 -0.2899
C 3.0839 -2.6837 0.1415 0.028 0.085 -0.017 0.0424
C 2.4066 -4.0000 0.2160 -0.031 -0.009 0.036 0.7927
O 2.9711 -5.0651 0.3355 0.009 0.014 -0.012 -0.5911
O 1.1150 -3.7711 0.1321 -0.010 -0.098 0.017 -0.3952
C 2.4663 0.7372 0.0534 0.018 -0.022 -0.068 -0.2952
C -0.0166 2.0688 -0.4672 -0.011 0.022 -0.082 -0.4232
C 0.6368 3.4037 -0.5370 0.024 -0.028 0.035 -0.3004
C 1.7617 3.8448 0.0627 -0.006 0.021 0.005 -0.1600
C 2.7844 3.1440 0.7644 -0.015 -0.025 -0.009 -0.3852
C 3.0582 1.8035 0.7238 0.025 0.030 0.048 -0.1272
H 4.6140 -4.7386 0.2219 -0.058 0.001 0.009 0.5095
H -0.7285 2.0148 -1.2932 0.014 0.017 0.008 0.2564
H 0.0508 4.1327 -1.0865 -0.006 -0.003 -0.010 0.2119
H 1.9290 4.9158 -0.0240 0.004 0.007 0.002 0.1997
H 3.4752 3.7500 1.3352 0.005 0.004 0.010 0.2038
H 3.9275 1.4976 1.2960 0.007 -0.013 0.005 0.2126
N 0.0028 1.7248 1.9694 -0.069 -0.099 0.064 -0.8603
C -0.8449 1.7722 0.8020 0.148 0.083 -0.051 0.1881
S 1.0145 0.6234 -0.9044 -0.133 -0.122 0.008 0.5395
N -1.7815 2.8373 1.0850 -0.139 -0.067 0.122 -0.6697
C -2.6049 3.4978 0.1814 -0.005 0.076 -0.084 0.2722
C -2.9604 4.8212 0.4778 0.014 -0.020 0.001 -0.2848
C -3.7937 5.5413 -0.3550 -0.012 0.022 -0.011 -0.1918
C -4.2969 4.9708 -1.5181 0.006 0.007 0.017 -0.2683
C -3.9510 3.6632 -1.8151 -0.013 -0.020 -0.035 -0.1837
C -3.1204 2.9247 -0.9839 -0.008 0.004 0.044 -0.3191
H 0.7745 1.0825 1.8164 0.016 0.056 -0.011 0.3822
H -0.5443 1.3444 2.7354 0.036 -0.020 -0.006 0.3715
H -1.3719 3.4577 1.7685 0.061 0.000 -0.014 0.3975
H -2.5653 5.2814 1.3767 0.002 0.001 0.003 0.2031
H -4.0457 6.5622 -0.0961 -0.006 0.010 0.000 0.2056
H -4.9454 5.5347 -2.1747 -0.007 0.007 -0.008 0.2060
H -4.3370 3.1932 -2.7113 -0.006 -0.001 -0.009 0.2072
H -2.9037 1.8933 -1.2197 0.012 -0.018 -0.011 0.2374
Se -0.5663 -7.5880 1.1059 0.053 -0.141 0.057 0.1733
N -1.9629 -6.7326 0.5085 -0.018 -0.255 0.109 -0.6156
C -2.0298 -5.4555 0.1135 -0.069 0.200 -0.074 0.0678
C -3.3081 -5.0675 -0.3056 -0.062 0.116 -0.063 -0.0912
C -3.5633 -3.7933 -0.7473 0.060 -0.008 0.017 -0.3781
C -2.5121 -2.8820 -0.7035 0.019 0.075 -0.030 0.1236
N -1.2725 -3.1362 -0.3060 -0.053 -0.090 0.012 -0.5798
C -0.9596 -4.4530 0.0407 -0.089 -0.099 0.029 0.2915
N 0.2445 -4.8863 0.2921 0.168 0.181 -0.069 -0.1968
H -4.0782 -5.8262 -0.2646 0.014 -0.037 0.009 0.2236
H -4.5393 -3.4797 -1.0851 0.004 0.031 -0.009 0.2187
H -2.6925 -1.8575 -1.0062 -0.057 -0.047 -0.008 0.2087
Se -1.8302 0.0648 0.4792 -0.212 0.041 0.006 -0.1961



50
Properties=species:S:1:pos:R:3:forces:R:3:nbo_charge:R:1 method="wB97M-V/def2-TZVPD" e_above_lowest_kj_mol=25.3 total_energy_ev=-91523.49630 homo_energy_ev=-6.94 orbital_gap_ev=5.99
Cu 0.3140 -0.4025 0.0887 0.213 0.020 -0.772 0.8344
C -2.9798 2.4981 -0.7061 0.010 0.062 0.078 0.0037
C -2.1896 1.3610 -0.8017 -0.089 0.010 0.083 0.0222
N -1.3551 1.0228 0.1712 -0.213 0.215 0.224 -0.4301
C -1.2395 1.8630 1.2164 -0.374 0.086 -0.478 0.1212
C -1.9743 3.0457 1.2443 0.088 -0.170 0.098 0.0233
N -2.8640 3.3434 0.3108 -0.083 0.101 -0.101 -0.3656
C -0.3163 1.4294 2.2793 0.284 -0.177 0.342 0.1843
C -0.1312 2.0454 3.5095 0.048 -0.080 -0.018 -0.2294
C 0.8246 1.5249 4.3846 -0.006 -0.080 -0.272 0.0895
C 1.5145 0.3686 4.0159 -0.054 -0.007 -0.015 -0.2489
C 1.2043 -0.2421 2.8083 -0.246 0.437 0.246 0.2679
N 0.3465 0.3233 1.9713 0.042 0.248 0.445 -0.5198
C 1.6875 -1.5503 2.3342 0.158 -0.535 -0.379 0.0944
C 2.6348 -2.3304 2.9914 -0.082 0.247 0.061 0.0293
N 3.0029 -3.5209 2.5504 0.056 -0.152 -0.146 -0.3690
C 2.4204 -3.9524 1.4350 0.058 -0.020 0.156 -0.0051
C 1.4752 -3.1950 0.7627 0.028 0.116 -0.006 0.0424
N 1.1149 -1.9945 1.1996 0.100 -0.200 0.402 -0.4358
C 1.1057 2.1864 5.6750 0.051 0.157 0.285 -0.0418
C 1.5759 1.4728 6.7762 -0.046 0.076 -0.081 -0.2468
C 1.8515 2.1537 7.9508 0.052 -0.027 0.010 0.0450
N 1.6791 3.4607 8.1022 0.022 0.085 0.144 -0.4034
C 1.2188 4.1397 7.0591 0.001 0.030 -0.060 0.0456
C 0.9262 3.5596 5.8357 0.039 -0.155 -0.016 -0.2453
H -3.7363 2.7314 -1.4435 0.074 -0.029 -0.125 0.2071
H -2.2405 0.6991 -1.6557 -0.027 -0.017 -0.019 0.2175
H -1.8645 3.7691 2.0428 0.057 -0.045 0.057 0.1976
H -0.7253 2.9002 3.7955 0.002 0.040 0.009 0.2233
H 2.2809 -0.0336 4.6614 -0.017 -0.050 0.038 0.2225
H 3.1138 -1.9901 3.9022 -0.035 0.060 -0.008 0.1954
H 2.7212 -4.9305 1.0824 -0.068 -0.009 -0.080 0.2066
H 0.9944 -3.5455 -0.1393 0.085 -0.027 -0.066 0.2171
H 1.7160 0.4021 6.7345 -0.007 -0.029 0.000 0.2186
H 2.2417 1.6319 8.8165 -0.043 -0.105 -0.011 0.1979
H 1.0926 5.2051 7.2094 -0.030 0.036 -0.059 0.1984
H 0.5917 4.1747 5.0129 0.004 0.054 -0.011 0.2195
C 6.2675 0.9610 -2.8738 -0.023 -0.067 0.054 -0.6430
C 5.2184 0.1772 -2.1457 0.052 -0.177 0.061 0.2690
C 5.5323 -1.0113 -1.4898 -0.069 -0.013 -0.013 -0.3585
C 4.4765 -1.6579 -0.8783 -0.011 0.074 0.000 0.0802
N 3.2387 -1.1836 -0.8672 -0.030 -0.200 0.075 -0.5364
C 3.0214 -0.0252 -1.5157 0.248 -0.169 -0.053 0.2694
S 1.4227 0.6319 -1.5760 -0.313 0.029 0.071 -0.4267
N 3.9842 0.6536 -2.1598 -0.071 0.241 -0.120 -0.4996
H 7.1690 0.3622 -2.9894 0.079 0.079 -0.056 0.2067
H 6.5091 1.8640 -2.3129 0.017 0.039 -0.009 0.2287
H 5.8931 1.2634 -3.8495 0.004 0.022 -0.018 0.2338
H 6.5341 -1.4147 -1.4752 0.018 -0.009 -0.026 0.2136
H 4.6221 -2.6128 -0.3810 0.048 -0.014 0.080 0.1790



50
Properties=species:S:1:pos:R:3:forces:R:3:nbo_charge:R:1 method="wB97M-V/def2-TZVPD" total_energy_ev=-45605.53134 homo_energy_ev=-9.61 orbital_gap_ev=8.15
N -0.5900 6.4290 -4.9198 1.351 -2.116 0.937 -0.2714
O -2.2358 -2.0592 6.6755 4.114 -0.058 -2.338 -0.5063
O 4.1927 1.3198 -2.0924 0.236 -0.452 0.049 -0.5989
F 0.9777 -1.5143 -1.1578 -0.436 -0.465 -0.383 -0.3194
F 2.6624 5.5174 -1.1367 -0.351 -0.453 1.330 -0.3137
F 3.0911 6.2946 -2.9864 0.721 0.410 -1.808 -0.3013
F 1.1344 6.6568 -2.1975 -0.038 0.349 0.329 -0.3174
C -0.0176 5.5061 -4.4786 -2.535 4.040 -1.992 0.2719
N -0.3857 -2.9215 5.4693 0.196 -0.849 0.680 -0.4828
O -2.6194 -0.1088 4.5362 2.533 -0.309 0.820 -0.5329
C -1.2666 -1.9032 5.8685 -4.161 0.490 0.655 0.6172
C 3.3326 0.4794 -1.9124 0.036 2.094 0.016 0.6887
C 0.4751 -2.8943 4.4949 -2.442 0.424 1.597 0.1697
C 0.6840 -1.7259 3.6943 -1.355 2.541 -0.451 -0.1648
C -0.1917 -0.6834 3.8967 -0.804 -0.673 0.700 -0.0505
C 0.3873 3.1037 -4.5844 -0.160 -0.125 0.733 -0.1363
C 2.8748 -1.4021 2.4613 1.514 0.985 1.156 -0.1427
C 0.9777 -1.8618 1.2486 -0.665 0.945 -3.554 -0.2050
C 0.9150 1.8893 -4.1390 -0.607 3.642 1.105 -0.2263
C 1.9353 3.2010 -2.3361 0.246 1.258 -0.397 -0.2051
C 3.5599 -1.2139 1.2760 2.498 1.270 2.414 -0.1964
C 1.6409 -1.4957 -0.0074 -0.523 -1.171 4.472 0.3934
C 0.5918 4.3971 -3.9361 1.012 -3.313 -0.941 -0.1831
C 1.5285 -1.6152 2.4779 0.083 -1.469 -0.005 -0.0828
C 1.5862 1.9942 -2.9180 0.967 -0.339 -0.387 0.2364
C 1.5010 4.4792 -2.9119 1.801 -2.965 1.937 -0.0616
C 2.9788 -1.1775 0.0624 -0.574 0.104 -3.362 -0.1136
N 2.0254 0.7933 -2.3423 -0.725 -3.417 1.994 -0.6910
C -1.3064 -0.5960 5.0299 0.997 -0.059 -1.211 -0.0386
C 2.1129 5.7461 -2.3172 -1.346 -0.447 0.113 0.9710
C 3.6951 -0.8713 -1.2576 -0.347 -0.411 -1.244 -0.5068
C -4.5039 -0.2130 3.1429 -0.683 1.660 0.080 -0.6318
C -3.6760 -1.0032 4.1074 -1.303 3.805 2.779 -0.0599
H 0.7766 -3.8827 4.2157 0.933 -0.305 -0.283 0.2089
H -0.1654 0.1980 3.2600 0.072 -0.190 -0.079 0.2184
H -0.2755 2.9379 -5.4159 -0.216 0.993 -0.356 0.2280
H 3.4314 -1.2226 3.3965 -0.368 -0.254 -0.488 0.2162
H -0.0209 -2.2616 1.1844 -0.366 0.214 -0.109 0.2178
H 0.6575 1.0207 -4.6770 0.121 -1.073 -0.201 0.2324
H 2.6345 3.0672 -1.4738 -0.827 0.833 -0.857 0.2625
H 4.6064 -0.8438 1.4407 -0.891 -0.708 -0.694 0.2280
H 1.2567 0.1209 -2.0447 1.596 1.302 -0.866 0.4176
H -0.8615 0.2077 5.6804 -0.839 -0.498 -0.344 0.2409
H 3.2711 -1.5642 -2.0735 1.066 0.292 1.334 0.2423
H 4.8420 -0.9210 -1.1768 -1.980 0.084 -0.218 0.2684
H -4.0851 0.8252 3.0873 -0.642 -0.768 0.183 0.2348
H -4.4998 -0.5807 2.1468 0.222 -0.539 -0.949 0.2055
H -5.5665 -0.1948 3.4465 0.531 0.265 -0.068 0.2130
H -3.2918 -1.8004 3.6687 1.687 -3.992 -1.602 0.1660
H -4.3184 -1.1937 4.9835 0.654 -0.579 -0.225 0.1912